DFT (the ωB97M-V functional and the def2-TZVPD basis) results for C17H30Cl2N3O3Ru as an isolated structure.

Output
**E**: -2070.8332 Ha
**Frontier orbital gap (spin up / spin down)**: 6.19 / 6.27 eV
**Maximum force**: 4.399 eV/A
**2S+1**: 6

Last column: Löwdin charge in e.
Positions of all 56 atoms, in Å:
O  1.20  -0.58  -0.05  -0.4285
C  1.77  -0.33  1.17  -0.3840
C  3.23  -0.58  1.11  -0.1759
C  3.56  -1.80  0.54  -0.0557
H  2.75  -2.49  0.41  0.1058
C  4.82  -1.95  0.01  -0.0744
H  4.99  -2.82  -0.59  0.0923
C  5.78  -0.91  0.20  -0.1035
H  6.79  -1.09  -0.18  0.0961
C  5.50  0.27  0.87  -0.0999
H  6.24  1.09  0.93  0.1071
C  4.20  0.46  1.41  -0.0047
H  3.87  1.39  1.90  0.1112
H  1.57  0.64  1.78  0.1071
C  0.77  -1.52  3.21  -0.0884
C  0.59  -0.23  2.45  -0.2779
H  -0.06  -1.72  3.90  0.0664
H  1.71  -1.46  3.86  0.1177
H  0.87  -2.37  2.54  0.0419
C  -0.30  0.80  2.70  -0.1930
C  -1.16  0.79  3.95  -0.0953
H  -0.35  1.75  2.12  0.0536
H  -0.54  0.79  4.88  0.0978
H  -1.72  -0.18  3.81  0.0762
H  -1.85  1.63  3.93  0.0673
Ru  -0.73  -0.73  0.00  1.0415
Cl  -0.74  -3.00  0.18  -0.0636
Cl  -0.61  1.53  -0.33  0.1297
H  1.70  -2.10  -3.91  0.0988
H  0.72  -4.01  -4.28  0.0908
C  1.07  -1.79  -3.04  -0.0311
C  -0.12  -3.89  -3.59  -0.0527
N  -0.20  -2.51  -3.18  -0.1875
H  0.92  -0.69  -3.04  0.1025
C  -1.38  -2.04  -2.73  -0.3111
O  -1.52  -1.04  -1.98  -0.2213
H  -1.07  -4.18  -4.06  0.0917
H  -2.23  -2.61  -3.04  0.1341
H  1.61  -2.10  -2.11  0.0901
H  0.06  -4.55  -2.71  0.0984
H  -5.06  4.80  -0.78  0.0931
H  -2.89  4.76  -2.70  0.0918
C  -4.22  4.50  -0.13  -0.0484
C  -2.35  4.48  -1.78  -0.0600
N  -3.23  3.74  -0.89  -0.1956
H  -4.60  3.87  0.69  0.0882
C  -3.32  2.39  -0.91  -0.4502
O  -4.08  1.74  -0.24  -0.0191
H  -1.51  3.85  -2.05  0.0618
H  -2.57  1.94  -1.60  0.0614
H  -3.73  5.40  0.27  0.0875
H  -2.02  5.39  -1.28  0.0868
N  -2.76  -0.67  0.51  -0.1031
H  -3.29  -1.36  -0.05  0.0578
H  -3.27  0.25  0.39  0.0222
H  -2.78  -0.95  1.51  0.0562

***

DFT (the ωB97M-V functional and the def2-TZVPD basis) results for a 6-piece molecular cluster, C17H30F7N5O7S2 overall.

Output
**E**: -2961.6221 Ha
**Frontier orbital gap**: 9.26 eV
**Maximum force**: 4.357 eV/A
**2S+1**: 1

Last column: Löwdin charge in e.
Positions of all 68 atoms, in Å:
N  -13.56  15.90  16.69  0.2731
H  -14.39  15.69  16.16  0.0507
H  -12.80  15.52  16.15  0.0517
H  -13.74  15.56  17.62  0.0212
H  -13.41  16.90  16.73  0.0579
C  -11.65  12.89  18.96  -0.5533
F  -11.55  13.28  17.62  0.0625
F  -12.51  11.93  19.25  0.1473
F  -10.48  12.38  19.38  0.1274
S  -12.03  14.57  19.96  0.7107
O  -12.06  14.21  21.37  -0.2943
O  -10.94  15.48  19.62  -0.3212
N  -13.48  15.19  19.21  -0.3228
S  -14.27  15.52  20.51  0.5475
O  -14.87  14.37  21.15  -0.3006
O  -13.59  16.52  21.32  -0.3110
C  -15.84  16.46  19.79  -0.6300
F  -16.52  15.72  18.92  0.1324
F  -16.60  16.78  20.83  0.1516
F  -15.36  17.53  19.12  0.0937
C  -13.80  20.15  16.54  0.0160
C  -12.75  19.37  17.38  -0.4831
O  -12.43  18.27  16.99  0.0067
N  -12.32  19.80  18.61  0.0159
C  -11.53  19.07  19.55  -0.0603
H  -13.32  20.87  15.87  0.0790
H  -14.45  20.68  17.24  0.0739
H  -14.49  19.58  15.92  0.0677
H  -12.64  20.75  18.78  0.1323
H  -11.71  18.00  19.43  0.0650
H  -11.73  19.32  20.59  0.0960
H  -10.45  19.18  19.39  0.0857
C  -17.50  15.62  13.62  0.0029
C  -16.15  16.07  14.01  -0.5497
O  -15.74  15.81  15.14  0.0180
N  -15.37  16.62  13.12  0.0210
C  -14.14  17.34  13.34  -0.0433
H  -17.46  14.60  13.24  0.0922
H  -18.09  16.11  12.84  0.0826
H  -18.11  15.64  14.52  0.0926
H  -15.47  16.36  12.15  0.1512
H  -13.30  16.66  13.21  0.0827
H  -14.14  17.76  14.35  0.0722
H  -14.00  18.15  12.63  0.0877
C  -10.07  13.97  13.39  0.0091
C  -10.52  14.66  14.66  -0.5242
O  -11.70  14.97  14.96  -0.0158
N  -9.47  14.89  15.41  0.0385
C  -9.49  15.54  16.76  -0.0139
H  -10.27  14.56  12.49  0.0872
H  -10.58  13.01  13.29  0.0920
H  -8.99  13.82  13.43  0.0728
H  -8.60  14.55  15.01  0.1255
H  -10.03  16.47  16.88  0.0856
H  -8.43  15.76  16.93  0.0835
H  -9.74  14.89  17.60  0.0499
F  -14.52  8.90  16.89  0.0666
C  -15.28  9.91  16.44  -0.2720
C  -14.62  11.03  15.97  -0.0085
C  -15.35  12.20  15.83  -0.1026
C  -16.68  12.22  15.98  -0.1218
C  -17.39  11.09  16.29  -0.0740
C  -16.68  9.92  16.56  -0.0043
H  -13.56  11.21  15.98  0.1119
H  -14.75  13.09  15.71  0.0985
H  -17.10  13.21  15.88  0.0979
H  -18.46  11.14  16.23  0.1074
H  -17.21  9.04  16.90  0.1114

***

DFT (the ωB97M-V functional and the def2-TZVPD basis) results for C17H30FN3O6S in the gas phase.

Output
**E**: -1779.5826 Ha
**Frontier orbital gap**: 9.68 eV
**Maximum force**: 0.412 eV/A
**SMILES**: C[C@@H](CC(=O)N1CC(F)(C(=O)N(CCS(=O)(=O)O)CC(N)=O)C1)CC(C)(C)C
**2S+1**: 1

Last column: Löwdin charge in e.
Positions of all 58 atoms, in Å:
C  1.53  3.98  2.16  -0.0663
C  1.21  3.26  0.85  -0.3541
C  2.50  2.71  0.22  -0.0682
C  2.22  2.29  -1.21  -0.4610
O  2.02  3.09  -2.10  0.0705
N  2.13  0.96  -1.44  -0.0119
C  2.39  -0.25  -0.68  -0.0352
C  1.73  -1.02  -1.86  -0.3171
F  2.48  -2.07  -2.36  0.0397
C  0.31  -1.50  -1.58  -0.3528
O  -0.64  -1.06  -2.20  0.0962
N  0.14  -2.35  -0.53  -0.0285
C  -1.23  -2.76  -0.23  -0.1525
C  -1.72  -3.80  -1.24  -0.1960
S  -3.24  -4.55  -0.72  0.5796
O  -3.74  -5.38  -1.78  -0.2734
O  -3.06  -5.05  0.60  -0.2609
O  -4.21  -3.29  -0.59  -0.1399
C  1.20  -3.08  0.13  -0.0602
C  1.10  -2.89  1.65  -0.5301
N  1.19  -4.01  2.39  0.1853
O  0.97  -1.78  2.12  0.0678
C  1.80  0.27  -2.68  -0.0060
C  0.16  2.15  1.05  -0.1211
C  -1.27  2.46  0.56  -0.5982
C  -1.81  3.74  1.20  -0.0541
C  -2.16  1.29  0.97  -0.0511
C  -1.28  2.59  -0.96  -0.0372
H  1.99  3.28  2.87  0.0846
H  2.22  4.80  2.00  0.0801
H  0.63  4.37  2.62  0.0705
H  0.82  4.00  0.14  0.1260
H  3.25  3.50  0.18  0.1280
H  2.89  1.89  0.82  0.1197
H  3.45  -0.50  -0.59  0.1414
H  1.90  -0.34  0.29  0.1032
H  -1.24  -3.19  0.78  0.1260
H  -1.87  -1.89  -0.25  0.1207
H  -1.88  -3.35  -2.22  0.1126
H  -1.03  -4.64  -1.34  0.1168
H  -4.75  -3.22  -1.40  0.1044
H  1.16  -4.14  -0.14  0.1320
H  2.17  -2.71  -0.18  0.1234
H  1.24  -4.93  1.97  0.1042
H  1.16  -3.94  3.39  0.1182
H  0.87  0.59  -3.15  0.1261
H  2.61  0.26  -3.41  0.1407
H  0.47  1.24  0.54  0.0977
H  0.12  1.90  2.12  0.1272
H  -1.21  4.61  0.92  0.0814
H  -2.83  3.93  0.87  0.0842
H  -1.81  3.67  2.29  0.0857
H  -1.79  0.36  0.52  0.0671
H  -2.18  1.16  2.05  0.0873
H  -3.19  1.44  0.62  0.0868
H  -0.96  1.65  -1.43  0.0740
H  -2.29  2.81  -1.31  0.0878
H  -0.62  3.38  -1.32  0.0788